ORCA calculation (the ωB97M-V functional and the def2-TZVPD basis) on C2H10InO4 as an isolated structure in a non-equilibrium geometry.

Output
Frontier orbital gap (eV): 7.107
LUMO level (Eh): -0.63240
Calculated total energy (eV): -15562.095
Net charge: +3

Last column: Löwdin charge in e.
Atoms and positions in Å:
1 In 1.198 -0.660 -0.038  1.66
2 O -0.629 -1.694 0.058  -0.03
3 H -0.889 -2.583 -0.183  0.15
4 H -1.413 -1.313 0.452  0.14
5 O 1.420 -2.593 -0.751  0.10
6 H 2.047 -2.763 -1.453  0.16
7 H 1.476 -3.364 -0.186  0.16
8 C -1.048 1.415 -0.039  -0.14
9 C 0.330 2.088 0.229  -0.10
10 O 1.166 1.263 1.042  0.00
11 O -0.866 0.121 -0.464  -0.13
12 H -1.610 2.036 -0.736  0.18
13 H -1.615 1.342 0.889  0.16
14 H 0.175 3.053 0.710  0.18
15 H 0.843 2.282 -0.713  0.16
16 H 1.137 1.550 1.957  0.18
17 H -1.723 -0.181 -0.776  0.18


ORCA calculation (the ωB97M-V functional and the def2-TZVPD basis) on a 2-piece molecular cluster, C4H13N3 overall in a non-equilibrium geometry.

Output
Frontier orbital gap (eV): 9.795
LUMO level (Eh): 0.02673
Calculated total energy (eV): -8827.813
SMILES: C=NCC.NCN

Last column: Löwdin charge in e.
Atoms and positions in Å:
1 C -2.422 1.000 -1.384  -0.11
2 C -0.980 1.325 -0.906  -0.35
3 C 0.609 3.051 -1.014  -0.05
4 N -0.363 2.416 -1.614  -0.06
5 H -2.806 0.152 -0.764  0.07
6 H -3.087 1.889 -1.333  0.07
7 H -2.340 0.654 -2.431  0.07
8 H -0.333 0.464 -1.159  0.11
9 H -0.994 1.546 0.198  0.11
10 H 0.942 2.757 0.035  0.09
11 H 1.156 3.778 -1.544  0.04
12 N 1.893 -2.916 0.756  -0.03
13 C 1.065 -2.648 1.941  -0.38
14 N 0.144 -1.525 1.852  -0.02
15 H 1.314 -3.100 -0.040  0.04
16 H 2.476 -2.049 0.544  0.09
17 H 0.462 -3.545 2.187  0.11
18 H 1.750 -2.392 2.757  0.10
19 H 0.661 -0.673 1.644  0.05
20 H -0.555 -1.669 1.130  0.05


ORCA calculation (the ωB97M-V functional and the def2-TZVPD basis) on C47H52Cl3GeN5O3PRhSSi as an isolated structure in a non-equilibrium geometry.

Output
Frontier orbital gap (alpha / beta) (eV): 3.211 / 6.096
Expectation value of S²: 6.034
LUMO level (alpha / beta) (Eh): 0.14421 / 0.14403
Calculated total energy (eV): -188243.665
Net charge: -2
Spin multiplicity: 5

Last column: Löwdin charge in e.
Atoms and positions in Å:
1 Rh -0.313 -2.053 -0.032  0.76
2 C -0.298 0.849 7.736  -0.09
3 C -0.795 0.092 6.393  -0.34
4 C -1.954 -0.447 6.255  -0.20
5 C -2.220 -1.273 5.257  -0.15
6 C -1.245 -1.551 4.322  -0.32
7 C -0.018 -1.089 4.356  -0.10
8 C 0.415 -0.329 5.674  -0.08
9 S -1.826 -2.871 2.967  0.57
10 O -1.973 -4.051 3.719  -0.35
11 O -3.027 -2.376 2.240  -0.37
12 N -0.528 -2.962 2.018  -0.23
13 C 0.616 -3.523 2.628  -0.38
14 C 0.775 -4.269 3.750  -0.07
15 C 2.086 -4.554 4.222  -0.07
16 C 3.314 -3.901 3.687  -0.08
17 C 3.038 -2.939 2.755  -0.21
18 C 4.063 -2.151 2.230  -0.10
19 C 3.878 -1.157 1.361  -0.05
20 C 2.505 -1.347 0.585  -0.16
21 N 1.593 -2.011 1.059  -0.03
22 C 1.739 -3.129 1.974  -0.14
23 H -1.226 1.139 7.980  -0.03
24 H 0.284 1.799 7.401  0.07
25 H 0.384 0.181 8.491  0.10
26 H -2.639 -0.362 7.058  0.09
27 H -2.926 -2.207 4.818  0.14
28 H 0.775 -1.571 3.814  0.06
29 H 0.866 0.515 5.529  -0.04
30 H -0.236 -4.967 4.042  0.18
31 H 2.251 -5.702 4.786  0.15
32 H 4.378 -4.441 4.031  0.15
33 H 4.979 -1.629 2.867  0.16
34 H 4.688 -0.515 1.285  0.04
35 H 2.317 -0.613 -0.350  0.12
36 Cl 1.414 -4.906 -0.809  0.22
37 Si -0.351 -3.875 -1.238  -0.68
38 Cl -2.108 -4.850 -0.553  0.17
39 Cl -0.652 -4.390 -3.325  0.21
40 O -0.323 0.937 -0.486  -0.29
41 P -0.609 2.148 0.294  0.37
42 N -1.006 3.335 -0.764  -0.19
43 C -1.624 4.611 -0.276  -0.19
44 C -3.123 4.447 -0.716  -0.21
45 C -3.178 3.352 -1.796  -0.14
46 C -1.605 3.152 -2.109  -0.16
47 N -1.602 1.953 1.493  -0.16
48 C -2.376 0.547 1.630  -0.12
49 C -3.672 0.742 2.583  -0.13
50 C -3.226 2.083 3.307  -0.19
51 C -1.829 2.429 3.034  -0.15
52 N 0.576 2.837 1.147  -0.14
53 C 1.580 1.885 1.848  -0.18
54 C 2.948 2.481 1.820  -0.30
55 C 2.936 3.211 0.694  -0.30
56 C 1.492 3.922 0.692  -0.23
57 H -1.145 5.515 -0.789  0.12
58 H -1.497 4.734 0.925  0.14
59 H -3.382 5.359 -1.008  0.03
60 H -3.737 4.120 0.212  0.12
61 H -3.895 3.456 -2.636  0.08
62 H -3.610 2.230 -1.275  0.17
63 H -1.275 3.763 -2.728  0.02
64 H -1.525 2.077 -2.510  0.13
65 H -1.663 -0.213 2.076  0.08
66 H -2.584 0.051 0.715  0.06
67 H -3.958 -0.250 3.044  0.09
68 H -4.741 1.015 2.369  0.09
69 H -3.153 1.793 4.227  0.02
70 H -3.843 3.298 2.822  0.21
71 H -0.739 1.668 3.308  0.19
72 H -1.253 3.236 3.245  0.04
73 H 1.291 1.098 1.364  0.01
74 H 1.198 1.535 2.915  0.14
75 H 3.864 1.397 1.844  0.19
76 H 3.229 3.017 2.870  0.16
77 H 2.830 2.327 -0.406  0.21
78 H 3.395 4.290 0.569  0.12
79 H 1.545 4.409 -0.393  0.09
80 H 1.807 5.292 1.230  0.17
81 C -0.607 -1.662 -1.756  -0.52
82 Ge -0.163 -0.999 -3.536  0.87
83 C 0.250 0.894 -3.911  -0.23
84 C 1.024 1.508 -2.827  -0.10
85 C 1.554 2.763 -2.930  -0.17
86 C 1.488 3.456 -4.048  -0.08
87 C 0.556 2.954 -5.218  -0.03
88 C -0.035 1.727 -4.964  -0.16
89 C -1.431 -1.402 -4.983  -0.29
90 C -2.665 -2.016 -4.589  -0.16
91 C -3.578 -2.387 -5.560  -0.15
92 C -3.268 -2.304 -6.931  -0.14
93 C -2.043 -1.727 -7.380  -0.11
94 C -1.233 -1.207 -6.371  -0.17
95 C 1.534 -2.037 -4.023  -0.30
96 C 1.703 -2.582 -5.264  -0.11
97 C 3.011 -2.947 -5.619  -0.10
98 C 4.091 -2.813 -4.769  -0.13
99 C 3.895 -2.404 -3.484  -0.08
100 C 2.559 -2.011 -3.117  -0.11
101 H 1.203 0.890 -2.098  0.00
102 H 2.222 2.995 -2.152  0.06
103 H 2.138 4.431 -4.374  0.13
104 H 0.792 3.689 -5.950  0.06
105 H -0.392 1.219 -5.869  0.08
106 H -2.853 -2.250 -3.365  0.15
107 H -4.632 -2.929 -5.342  0.14
108 H -4.014 -2.883 -7.552  0.10
109 H -1.672 -2.002 -8.456  0.12
110 H -0.202 -0.892 -6.649  0.09
111 H 0.979 -2.513 -6.008  0.06
112 H 3.171 -3.341 -6.613  0.09
113 H 5.154 -3.142 -4.928  0.11
114 H 4.526 -2.227 -2.672  0.08
115 H 2.401 -1.706 -2.057  0.07


ORCA calculation (the ωB97M-V functional and the def2-TZVPD basis) on an isolated ion of composition C3H7N2 and charge +1 in a non-equilibrium geometry.

Output
Frontier orbital gap (eV): 9.840
LUMO level (Eh): -0.15641
Calculated total energy (eV): -6194.466
SMILES: [NH3+][C@@H]1C=NC1
Net charge: +1

Last column: Löwdin charge in e.
Atoms and positions in Å:
1 C -0.268 1.063 0.969  -0.17
2 C 1.206 -0.494 0.586  0.03
3 C -0.270 -0.253 0.171  -0.23
4 N 0.929 1.129 1.334  0.16
5 N -0.729 -0.198 -1.314  0.25
6 H -0.977 1.865 1.185  0.12
7 H 1.302 -1.167 1.326  0.05
8 H 2.067 -0.630 -0.113  0.12
9 H -0.799 -0.946 0.778  0.13
10 H -1.462 -0.869 -1.538  0.17
11 H 0.124 -0.211 -1.965  0.21
12 H -1.124 0.711 -1.417  0.14


ORCA calculation (the ωB97M-V functional and the def2-TZVPD basis) on C15H38B3NO13P2 as an isolated structure in a non-equilibrium geometry.

Output
Frontier orbital gap (eV): 9.560
LUMO level (Eh): 0.01205
Calculated total energy (eV): -64894.979

Last column: Löwdin charge in e.
Atoms and positions in Å:
1 C 1.898 7.171 -3.174  -0.06
2 C 1.206 6.318 -4.222  -0.21
3 O 2.165 5.653 -5.055  0.13
4 B 1.746 4.399 -5.389  -0.71
5 O 0.798 4.155 -6.385  0.29
6 B -0.173 3.253 -5.980  -0.32
7 O 0.162 2.190 -5.156  0.26
8 B 1.041 2.690 -4.189  -0.54
9 C 0.714 2.677 -2.657  -0.04
10 C 1.825 3.321 -1.782  -0.19
11 C 2.792 2.206 -1.313  -0.17
12 C 2.261 1.673 0.025  -0.17
13 N 2.588 0.264 0.336  -0.11
14 C 3.828 -0.220 -0.267  -0.07
15 C 1.522 -0.612 0.127  -0.52
16 C 0.341 -0.444 1.049  0.02
17 O 1.534 -1.484 -0.706  0.08
18 O 2.196 3.268 -4.703  0.32
19 H 2.183 6.592 -2.295  0.07
20 H 1.235 7.963 -2.827  0.08
21 H 2.802 7.616 -3.585  0.09
22 H 0.519 5.635 -3.708  0.13
23 H 0.624 6.986 -4.859  0.13
24 H -1.298 3.400 -6.333  0.12
25 H 0.626 1.632 -2.338  0.12
26 H -0.249 3.160 -2.472  0.12
27 H 2.364 4.082 -2.343  0.10
28 H 1.330 3.775 -0.922  0.11
29 H 3.765 2.663 -1.141  0.11
30 H 2.798 1.457 -2.100  0.11
31 H 1.177 1.771 -0.011  0.10
32 H 2.588 2.322 0.841  0.13
33 H 4.638 0.493 -0.152  0.09
34 H 3.705 -0.407 -1.338  0.08
35 H 4.065 -1.190 0.163  0.09
36 H -0.597 -0.719 0.577  0.08
37 H 0.479 -1.031 1.957  0.08
38 H 0.297 0.595 1.371  0.07
39 C 0.937 -5.231 7.593  -0.10
40 O 1.306 -3.841 7.495  -0.22
41 P 0.989 -3.052 6.106  0.43
42 O 1.815 -1.837 6.181  -0.24
43 O -0.577 -2.826 6.400  -0.25
44 C -0.939 -1.876 7.401  -0.10
45 O 0.692 -3.360 4.562  -0.21
46 C 1.833 -3.534 3.699  -0.09
47 H 1.205 -5.573 8.588  0.09
48 H -0.139 -5.354 7.452  0.09
49 H 1.475 -5.830 6.858  0.08
50 H -0.134 -1.169 7.595  0.08
51 H -1.199 -2.395 8.325  0.08
52 H -1.812 -1.336 7.041  0.09
53 H 2.605 -4.141 4.169  0.08
54 H 2.243 -2.560 3.436  0.08
55 H 1.495 -4.035 2.795  0.09
56 C -3.073 -0.937 -2.296  -0.09
57 O -3.346 -1.612 -1.050  -0.22
58 P -4.540 -2.721 -1.048  0.43
59 O -4.842 -2.933 0.377  -0.24
60 O -3.667 -3.898 -1.711  -0.25
61 C -2.652 -4.508 -0.912  -0.10
62 O -5.831 -3.133 -1.904  -0.21
63 C -7.060 -2.443 -1.604  -0.09
64 H -2.239 -0.261 -2.131  0.08
65 H -2.800 -1.657 -3.070  0.09
66 H -3.938 -0.359 -2.623  0.08
67 H -2.827 -4.347 0.151  0.08
68 H -1.675 -4.105 -1.185  0.09
69 H -2.666 -5.575 -1.120  0.09
70 H -6.901 -1.375 -1.461  0.08
71 H -7.504 -2.870 -0.707  0.09
72 H -7.730 -2.590 -2.446  0.09


ORCA calculation (the ωB97M-V functional and the def2-TZVPD basis) on C28H23FIN3O5Rh as an isolated structure in a non-equilibrium geometry.

Output
Frontier orbital gap (alpha / beta) (eV): 7.190 / 5.646
Expectation value of S²: 6.044
LUMO level (alpha / beta) (Eh): -0.14187 / -0.21138
Calculated total energy (eV): -57935.732
Net charge: +1
Spin multiplicity: 5

Last column: Löwdin charge in e.
Atoms and positions in Å:
1 Rh 2.862 0.890 -1.856  1.01
2 C 0.898 5.439 -1.604  0.00
3 C 0.523 4.406 -0.582  -0.21
4 N -0.570 4.609 0.081  0.16
5 C -0.898 3.707 1.018  -0.01
6 C -0.196 2.514 1.322  -0.10
7 C -0.815 1.536 2.349  -0.20
8 O -2.106 1.975 2.663  -0.05
9 C 0.889 2.144 0.576  -0.06
10 C 1.821 1.067 1.020  -0.01
11 N 2.680 0.433 0.286  0.00
12 C 3.477 -0.559 0.905  -0.31
13 C 2.939 -1.434 1.837  0.00
14 C 3.834 -2.372 2.398  -0.04
15 C 5.129 -2.569 1.918  -0.06
16 C 5.600 -1.739 0.925  -0.15
17 C 4.820 -0.693 0.472  -0.61
18 I 5.646 0.506 -1.013  1.10
19 C 1.288 3.135 -0.439  -0.24
20 O 2.228 2.940 -1.252  -0.05
21 H -0.058 5.908 -1.993  0.12
22 H 1.448 5.044 -2.424  0.06
23 H 1.560 6.249 -1.253  0.10
24 H -1.788 3.929 1.589  0.13
25 H -0.147 1.464 3.195  0.12
26 H -0.891 0.505 1.931  0.13
27 H -2.402 1.626 3.520  0.12
28 H 1.679 0.782 2.078  0.14
29 H 1.921 -1.387 2.124  0.10
30 H 3.466 -3.044 3.155  0.11
31 H 5.758 -3.312 2.352  0.11
32 H 6.647 -1.900 0.596  0.12
33 C -2.946 -4.013 -1.407  -0.01
34 C -2.278 -3.225 -0.295  -0.30
35 C -3.187 -2.682 0.785  -0.14
36 C -4.120 -1.575 0.330  -0.12
37 C -3.322 -0.524 -0.353  -0.14
38 C -3.779 0.750 -0.377  0.07
39 C -2.986 1.723 -0.900  -0.26
40 F -3.432 3.011 -0.786  0.06
41 C -1.806 1.528 -1.487  0.07
42 C -1.287 0.208 -1.432  -0.02
43 C 0.084 -0.034 -1.882  -0.29
44 O 0.764 0.935 -2.345  -0.11
45 C 0.577 -1.353 -1.783  -0.02
46 C -0.276 -2.285 -1.232  0.04
47 N -1.511 -2.053 -0.797  0.04
48 C -2.063 -0.797 -0.843  -0.09
49 C 1.965 -1.881 -2.166  -0.57
50 O 2.220 -3.065 -2.005  0.07
51 O 2.750 -0.967 -2.668  -0.18
52 H -3.347 -4.975 -1.059  0.10
53 H -2.176 -4.209 -2.159  0.09
54 H -3.748 -3.377 -1.811  0.09
55 H -1.547 -3.916 0.170  0.16
56 H -2.630 -2.251 1.594  0.12
57 H -3.760 -3.484 1.240  0.13
58 H -4.723 -1.333 1.217  0.14
59 H -4.822 -1.980 -0.414  0.13
60 H -4.704 0.990 0.096  0.14
61 H -1.194 2.322 -1.909  0.14
62 H 0.044 -3.289 -1.221  0.14